DFT (ωB97M-V with the def2-TZVPD basis set) results for a 20-piece molecular cluster, C112H108N4O68 overall at a distorted geometry.

Each line ends with the Löwdin charge.
CARTESIAN COORDINATES (ANGSTROEM)
1 C -20.654 -33.404 -14.434  -0.069
2 C -21.386 -32.406 -15.270  -0.424
3 C -20.512 -31.191 -15.755  -0.148
4 O -20.223 -30.402 -14.594  -0.176
5 C -19.434 -29.284 -14.957  -0.085
6 N -22.029 -33.137 -16.366  0.047
7 H -21.206 -34.116 -13.821  0.084
8 H -20.070 -32.842 -13.705  0.060
9 H -19.962 -33.974 -15.054  0.074
10 H -22.149 -31.969 -14.626  0.126
11 H -21.162 -30.566 -16.367  0.109
12 H -19.698 -31.587 -16.362  0.128
13 H -18.463 -29.582 -15.353  0.085
14 H -19.310 -28.708 -14.041  0.081
15 H -19.823 -28.634 -15.741  0.070
16 H -22.454 -34.019 -16.117  0.070
17 H -22.823 -32.532 -16.519  0.016
18 C -27.864 -30.417 -12.108  -0.046
19 C -26.461 -30.576 -11.404  -0.405
20 C -25.405 -29.585 -11.964  -0.173
21 O -25.505 -29.520 -13.426  -0.177
22 C -24.276 -29.036 -13.917  -0.115
23 N -26.498 -30.335 -9.983  0.041
24 H -28.319 -29.427 -12.122  0.059
25 H -28.594 -31.039 -11.591  0.069
26 H -27.828 -30.795 -13.130  0.068
27 H -26.179 -31.579 -11.724  0.138
28 H -24.480 -30.060 -11.635  0.101
29 H -25.429 -28.574 -11.558  0.108
30 H -24.106 -28.017 -13.571  0.070
31 H -24.342 -29.001 -15.004  0.084
32 H -23.392 -29.601 -13.619  0.077
33 H -25.572 -30.614 -9.690  0.066
34 H -26.559 -29.355 -9.748  0.071
35 C -23.939 -29.681 -23.277  -0.065
36 C -24.222 -29.743 -21.786  -0.404
37 C -23.576 -28.601 -20.923  -0.178
38 O -23.803 -28.754 -19.528  -0.210
39 C -22.698 -29.295 -18.737  -0.054
40 N -25.696 -29.752 -21.664  0.055
41 H -24.264 -28.763 -23.767  0.081
42 H -24.484 -30.553 -23.638  0.081
43 H -22.870 -29.832 -23.431  0.069
44 H -23.932 -30.727 -21.420  0.138
45 H -23.880 -27.598 -21.221  0.123
46 H -22.521 -28.426 -21.136  0.105
47 H -21.709 -28.991 -19.079  0.081
48 H -22.654 -30.384 -18.739  0.080
49 H -22.923 -28.962 -17.723  0.072
50 H -26.065 -28.876 -22.004  0.078
51 H -25.811 -29.759 -20.660  0.027
52 C -12.882 -24.692 -16.114  -0.049
53 C -14.319 -24.196 -16.022  -0.415
54 C -15.159 -24.809 -14.903  -0.155
55 O -15.614 -26.117 -15.254  -0.204
56 C -15.656 -26.999 -14.124  -0.043
57 N -14.134 -22.766 -15.979  0.053
58 H -12.235 -24.257 -15.352  0.066
59 H -12.468 -24.464 -17.096  0.093
60 H -12.667 -25.709 -15.786  0.077
61 H -14.833 -24.411 -16.959  0.104
62 H -15.946 -24.112 -14.616  0.122
63 H -14.406 -24.970 -14.131  0.108
64 H -16.520 -26.699 -13.531  0.073
65 H -14.724 -26.936 -13.563  0.087
66 H -15.918 -28.021 -14.399  0.087
67 H -14.753 -22.372 -15.286  0.071
68 H -13.209 -22.553 -15.634  0.076
69 C -20.823 -20.586 -17.321  0.074
70 C -20.108 -19.527 -17.702  -0.211
71 C -19.928 -18.298 -16.848  -0.274
72 O -19.170 -17.351 -17.098  0.103
73 C -20.827 -18.312 -15.646  0.078
74 C -21.572 -19.384 -15.325  -0.217
75 C -21.567 -20.713 -16.065  -0.252
76 O -22.093 -21.777 -15.721  0.096
77 O -22.370 -19.371 -14.235  0.098
78 O -19.501 -19.452 -18.915  0.103
79 H -20.846 -21.351 -18.083  0.106
80 H -20.900 -17.428 -15.029  0.135
81 H -22.622 -20.277 -14.044  0.055
82 H -18.775 -18.828 -18.852  0.113
83 C -19.714 -27.777 -22.679  0.099
84 C -20.203 -26.595 -22.202  -0.204
85 C -20.935 -25.567 -22.937  -0.314
86 O -21.301 -24.498 -22.448  0.119
87 C -21.203 -25.985 -24.305  0.097
88 C -20.892 -27.245 -24.779  -0.228
89 C -20.038 -28.201 -24.082  -0.311
90 O -19.540 -29.256 -24.466  0.115
91 O -21.296 -27.524 -26.023  0.110
92 O -20.020 -26.377 -20.865  0.053
93 H -19.203 -28.453 -22.009  0.131
94 H -21.812 -25.416 -24.992  0.135
95 H -20.909 -28.342 -26.343  0.121
96 H -20.403 -25.522 -20.658  0.093
97 C -20.473 -26.205 -16.315  0.073
98 C -19.347 -25.841 -15.617  -0.193
99 C -19.388 -25.223 -14.258  -0.244
100 O -18.411 -25.068 -13.500  0.093
101 C -20.809 -24.939 -13.824  0.098
102 C -21.959 -25.366 -14.450  -0.168
103 C -21.863 -26.051 -15.786  -0.241
104 O -22.893 -26.422 -16.406  0.078
105 O -23.229 -25.034 -14.019  0.071
106 O -18.096 -26.201 -16.061  0.082
107 H -20.393 -26.666 -17.288  0.117
108 H -20.936 -24.343 -12.932  0.109
109 H -23.868 -25.324 -14.674  0.053
110 H -17.403 -26.003 -15.428  0.048
111 C -17.317 -29.157 -8.037  0.094
112 C -17.317 -28.011 -8.732  -0.240
113 C -16.499 -27.852 -9.952  -0.272
114 O -16.521 -26.893 -10.760  0.085
115 C -15.593 -28.977 -10.169  0.085
116 C -15.596 -30.119 -9.408  -0.211
117 C -16.500 -30.413 -8.307  -0.298
118 O -16.610 -31.476 -7.695  0.124
119 O -14.703 -31.136 -9.714  0.083
120 O -18.188 -27.004 -8.497  0.104
121 H -18.026 -29.162 -7.221  0.131
122 H -14.796 -28.928 -10.897  0.126
123 H -14.829 -31.739 -8.977  0.100
124 H -17.880 -26.255 -9.011  0.082
125 C -25.462 -21.991 -11.901  0.077
126 C -26.794 -22.241 -11.840  -0.155
127 C -27.619 -22.690 -12.990  -0.353
128 O -28.768 -22.994 -13.055  0.161
129 C -26.794 -22.959 -14.153  0.068
130 C -25.467 -22.684 -14.313  -0.175
131 C -24.701 -22.094 -13.153  -0.236
132 O -23.462 -21.848 -13.192  0.053
133 O -24.817 -22.908 -15.502  0.086
134 O -27.467 -22.006 -10.624  0.078
135 H -24.893 -21.701 -11.030  0.127
136 H -27.248 -23.350 -15.051  0.135
137 H -23.886 -22.690 -15.415  0.062
138 H -28.302 -22.480 -10.633  0.104
139 C -18.510 -31.329 -11.135  0.083
140 C -19.420 -30.315 -11.361  -0.194
141 C -20.910 -30.490 -11.200  -0.243
142 O -21.797 -29.605 -11.281  0.072
143 C -21.248 -31.936 -10.969  0.072
144 C -20.405 -32.943 -10.724  -0.229
145 C -18.918 -32.675 -10.777  -0.309
146 O -18.050 -33.509 -10.572  0.114
147 O -20.772 -34.137 -10.205  0.110
148 O -18.998 -29.062 -11.621  0.089
149 H -17.510 -31.003 -11.383  0.122
150 H -22.304 -32.157 -10.928  0.127
151 H -20.052 -34.762 -10.320  0.113
152 H -19.730 -28.444 -11.678  0.088
153 C -17.083 -33.556 -15.198  0.061
154 C -16.785 -34.059 -13.986  -0.226
155 C -15.874 -33.384 -12.925  -0.320
156 O -15.494 -33.863 -11.893  0.130
157 C -15.358 -32.110 -13.382  0.053
158 C -15.541 -31.704 -14.605  -0.228
159 C -16.424 -32.298 -15.638  -0.273
160 O -16.587 -31.920 -16.811  0.086
161 O -15.025 -30.510 -14.988  0.075
162 O -17.260 -35.250 -13.668  0.109
163 H -17.476 -34.203 -15.969  0.135
164 H -14.667 -31.504 -12.814  0.141
165 H -15.267 -30.331 -15.900  0.038
166 H -16.731 -35.588 -12.941  0.116
167 C -15.535 -21.973 -11.058  0.090
168 C -16.038 -20.896 -10.345  -0.203
169 C -17.278 -21.035 -9.466  -0.315
170 O -17.780 -20.160 -8.816  0.139
171 C -17.956 -22.358 -9.692  0.070
172 C -17.531 -23.347 -10.461  -0.181
173 C -16.181 -23.299 -11.213  -0.235
174 O -15.717 -24.288 -11.778  0.067
175 O -18.157 -24.560 -10.654  0.049
176 O -15.439 -19.694 -10.284  0.102
177 H -14.715 -21.685 -11.700  0.115
178 H -18.924 -22.358 -9.212  0.116
179 H -17.624 -25.016 -11.309  0.047
180 H -15.589 -19.296 -9.423  0.121
181 C -23.809 -24.480 -9.935  0.095
182 C -23.072 -25.459 -10.416  -0.258
183 C -21.679 -25.725 -10.149  -0.283
184 O -20.889 -26.476 -10.734  0.109
185 C -21.147 -24.713 -9.169  0.114
186 C -21.896 -23.613 -8.711  -0.178
187 C -23.345 -23.468 -8.936  -0.355
188 O -23.944 -22.610 -8.396  0.161
189 O -21.281 -22.746 -7.836  0.074
190 O -23.660 -26.411 -11.150  0.090
191 H -24.844 -24.322 -10.199  0.130
192 H -20.097 -24.764 -8.919  0.104
193 H -21.720 -21.892 -7.815  0.112
194 H -23.035 -27.132 -11.251  0.094
195 C -18.768 -21.086 -13.699  0.105
196 C -17.830 -20.106 -13.991  -0.259
197 C -17.714 -18.833 -13.273  -0.294
198 O -16.861 -17.953 -13.422  0.123
199 C -18.896 -18.635 -12.389  0.071
200 C -19.739 -19.577 -11.978  -0.215
201 C -19.775 -20.941 -12.607  -0.321
202 O -20.571 -21.820 -12.341  0.108
203 O -20.751 -19.224 -11.103  0.083
204 O -16.869 -20.383 -14.822  0.121
205 H -18.774 -22.047 -14.192  0.121
206 H -19.076 -17.653 -11.976  0.140
207 H -21.480 -19.843 -11.189  0.100
208 H -16.186 -19.708 -14.825  0.126
209 C -27.603 -32.725 -19.164  0.082
210 C -26.491 -33.073 -18.534  -0.236
211 C -25.570 -32.083 -17.921  -0.234
212 O -24.693 -32.488 -17.117  0.058
213 C -26.097 -30.702 -17.992  0.078
214 C -27.133 -30.304 -18.756  -0.237
215 C -27.982 -31.326 -19.480  -0.302
216 O -28.950 -31.062 -20.168  0.127
217 O -27.509 -29.005 -18.864  0.103
218 O -26.276 -34.364 -18.176  0.094
219 H -28.294 -33.477 -19.514  0.138
220 H -25.593 -29.892 -17.486  0.124
221 H -28.365 -28.979 -19.298  0.116
222 H -25.713 -34.366 -17.398  0.104
223 C -10.708 -24.476 -12.411  0.085
224 C -9.895 -25.575 -12.500  -0.252
225 C -10.241 -26.975 -12.118  -0.289
226 O -9.476 -27.947 -12.104  0.115
227 C -11.680 -26.997 -11.748  0.058
228 C -12.495 -25.981 -11.623  -0.213
229 C -12.162 -24.530 -11.973  -0.253
230 O -12.906 -23.542 -11.849  0.089
231 O -13.816 -26.217 -11.369  0.057
232 O -8.719 -25.470 -13.088  0.116
233 H -10.310 -23.507 -12.677  0.124
234 H -11.987 -27.992 -11.460  0.134
235 H -14.265 -25.406 -11.621  0.040
236 H -8.486 -26.358 -13.370  0.116
237 C -26.749 -26.343 -13.126  0.077
238 C -27.920 -26.304 -12.509  -0.210
239 C -29.261 -26.338 -13.113  -0.312
240 O -30.300 -26.232 -12.488  0.132
241 C -29.132 -26.483 -14.592  0.086
242 C -28.006 -26.564 -15.257  -0.229
243 C -26.673 -26.379 -14.601  -0.261
244 O -25.628 -26.198 -15.216  0.100
245 O -27.950 -26.661 -16.602  0.093
246 O -27.904 -26.296 -11.103  0.060
247 H -25.843 -26.442 -12.546  0.117
248 H -30.001 -26.529 -15.232  0.140
249 H -27.043 -26.818 -16.875  0.063
250 H -28.794 -26.508 -10.813  0.096
251 C -16.946 -22.273 -20.406  0.076
252 C -16.555 -22.484 -19.145  -0.181
253 C -17.466 -22.826 -18.041  -0.348
254 O -17.197 -22.846 -16.894  0.148
255 C -18.855 -23.101 -18.514  0.070
256 C -19.241 -22.838 -19.766  -0.242
257 C -18.346 -22.371 -20.858  -0.295
258 O -18.672 -22.164 -22.029  0.117
259 O -20.574 -22.839 -19.970  0.052
260 O -15.254 -22.141 -18.732  0.060
261 H -16.229 -21.984 -21.160  0.137
262 H -19.469 -23.505 -17.723  0.129
263 H -20.864 -22.267 -20.683  0.123
264 H -15.084 -22.307 -17.801  0.039
265 C -23.875 -23.172 -18.920  0.091
266 C -24.940 -22.337 -18.922  -0.223
267 C -26.311 -22.778 -18.713  -0.294
268 O -27.287 -22.046 -18.917  0.108
269 C -26.398 -24.247 -18.354  0.113
270 C -25.302 -25.089 -18.370  -0.176
271 C -24.011 -24.616 -18.813  -0.332
272 O -23.094 -25.365 -19.140  0.113
273 O -25.439 -26.433 -18.026  0.048
274 O -24.753 -21.004 -19.136  0.091
275 H -22.889 -22.863 -19.236  0.114
276 H -27.327 -24.735 -18.098  0.115
277 H -24.621 -26.905 -18.201  0.077
278 H -25.501 -20.444 -18.916  0.113
279 C -15.324 -26.398 -18.828  0.103
280 C -14.635 -27.463 -18.245  -0.154
281 C -15.223 -28.769 -17.884  -0.311
282 O -14.658 -29.773 -17.453  0.083
283 C -16.632 -28.867 -18.210  0.082
284 C -17.396 -27.857 -18.759  -0.207
285 C -16.795 -26.520 -19.181  -0.258
286 O -17.393 -25.646 -19.794  0.116
287 O -18.683 -28.043 -19.008  0.099
288 O -13.229 -27.457 -18.143  0.062
289 H -14.747 -25.522 -19.082  0.122
290 H -17.130 -29.768 -17.884  0.114
291 H -19.047 -27.216 -19.332  0.066
292 H -12.946 -28.121 -17.510  0.101

Its total charge is 0. The calculation puts the lowest unoccupied orbital energy at -2.19 eV. The total energy comes out at -263066.5215 eV.